No. 1
This record from OMol25 describes C34H34F5GaNO as an isolated structure. The level of theory is wB97M-V/def2-TZVPD.

XYZ file:
```
76
Properties=species:S:1:pos:R:3:forces:R:3
N 2.449 -4.177 -6.563 -0.1 0.1 -0.1
C 2.998 -3.038 -6.734 0.1 0.0 -0.1
C 2.472 -1.750 -6.227 0.2 -0.1 0.0
Ga 2.200 -1.675 -4.185 -0.1 0.1 -0.1
C 4.153 -1.448 -3.457 0.2 0.1 0.3
C 4.574 -0.082 -3.691 0.0 0.1 -0.1
O 4.897 0.752 -2.855 -0.2 0.1 0.1
H 3.001 -4.897 -7.024 0.0 0.0 0.0
H 3.936 -2.969 -7.311 0.1 0.0 0.2
H 1.536 -1.504 -6.733 -0.1 0.0 0.2
H 3.197 -0.968 -6.464 -0.1 0.1 -0.1
H 1.613 -3.019 -3.596 0.0 -0.1 0.0
H 1.373 -0.360 -3.767 0.0 0.0 -0.1
H 4.734 -2.146 -4.063 -0.1 0.0 -0.1
H 4.239 -1.689 -2.395 0.0 -0.1 0.0
H 4.535 0.247 -4.756 0.2 -0.1 0.0
F -0.693 -3.561 -1.913 -0.2 -0.1 0.0
C -0.141 -3.685 -0.697 0.1 0.1 0.0
C -0.881 -4.259 0.319 0.0 0.0 0.0
C -0.302 -4.375 1.576 0.0 0.0 0.0
C 0.989 -3.917 1.800 0.0 0.0 0.0
C 1.705 -3.342 0.757 0.0 0.0 0.0
C 1.147 -3.221 -0.506 0.0 0.0 0.0
H -1.888 -4.603 0.120 0.0 0.0 0.0
H -0.865 -4.828 2.384 0.0 0.0 0.0
H 1.433 -4.005 2.783 0.0 0.0 0.0
H 2.711 -2.978 0.927 0.0 0.0 0.0
H 1.675 -2.787 -1.345 0.0 0.0 0.0
F 1.919 1.056 1.490 0.0 0.0 -0.1
C 2.019 2.087 0.610 0.0 0.0 0.0
C 2.904 1.980 -0.441 0.0 -0.1 0.0
C 2.999 3.044 -1.324 0.0 0.0 -0.1
C 2.221 4.180 -1.144 0.0 0.0 0.0
C 1.339 4.256 -0.074 0.0 0.0 0.0
C 1.229 3.199 0.821 0.0 0.0 0.0
H 3.503 1.090 -0.583 0.0 0.0 0.0
H 3.685 2.956 -2.156 0.0 0.0 0.0
H 2.297 5.005 -1.841 0.0 0.0 0.0
H 0.728 5.138 0.068 0.0 0.0 0.0
H 0.545 3.226 1.659 0.0 0.0 0.0
F -3.859 -2.770 4.973 0.0 0.0 0.0
C -4.117 -2.140 3.804 0.0 0.0 0.0
C -5.201 -1.288 3.741 0.0 0.0 0.0
C -5.458 -0.643 2.538 0.0 0.0 0.0
C -4.643 -0.858 1.435 0.0 0.0 0.0
C -3.561 -1.723 1.531 0.0 0.0 0.0
C -3.289 -2.374 2.726 0.0 0.0 0.0
H -5.821 -1.139 4.615 0.0 0.0 0.0
H -6.301 0.032 2.465 0.0 0.0 0.0
H -4.851 -0.351 0.501 0.0 0.0 0.0
H -2.920 -1.895 0.676 0.0 0.0 0.0
H -2.444 -3.042 2.824 0.0 0.0 0.0
F 6.137 1.075 5.960 0.0 0.0 0.0
C 4.937 1.663 5.755 0.0 0.0 0.0
C 4.274 1.426 4.568 0.0 0.0 0.0
C 3.042 2.034 4.368 0.0 0.0 0.0
C 2.503 2.860 5.346 0.0 0.0 0.0
C 3.194 3.080 6.529 0.0 0.0 0.0
C 4.427 2.478 6.746 0.0 0.0 0.0
H 4.717 0.782 3.820 0.0 0.0 0.0
H 2.509 1.856 3.445 0.0 0.0 0.0
H 1.543 3.332 5.184 0.0 0.0 0.0
H 2.776 3.724 7.292 0.0 0.0 0.0
H 4.987 2.629 7.658 0.0 0.0 0.0
F -3.982 0.939 -2.168 0.0 0.0 0.0
C -5.108 1.654 -2.003 0.0 0.0 0.0
C -6.150 1.470 -2.890 0.0 0.0 0.0
C -7.311 2.207 -2.704 0.0 0.0 0.0
C -7.416 3.106 -1.651 0.0 0.0 0.0
C -6.350 3.268 -0.775 0.0 0.0 0.0
C -5.181 2.542 -0.947 0.0 0.0 0.0
H -6.042 0.764 -3.702 0.0 0.0 0.0
H -8.139 2.076 -3.389 0.0 0.0 0.0
H -8.324 3.676 -1.512 0.0 0.0 0.0
H -6.426 3.966 0.049 0.0 0.0 0.0
H -4.337 2.646 -0.278 0.0 0.0 0.0
```
Positions in Å, forces in eV/Å.

Net charge: -1
HOMO-LUMO gap, eV: 7.49
Spin multiplicity: 1

=====

No. 2
This record from OMol25 describes a 8-piece molecular cluster, C34H34F7O23P overall. The level of theory is wB97M-V/def2-TZVPD.

XYZ file:
```
99
Properties=species:S:1:pos:R:3:forces:R:3
C 4.693 2.435 0.557 -1.0 0.1 -0.6
C 4.791 0.916 0.002 0.1 1.0 0.6
P 3.529 -0.274 0.826 -0.5 -0.5 0.1
C 4.061 -0.574 2.651 0.3 0.6 0.0
C 1.847 0.580 0.990 -1.8 1.3 1.6
C 0.869 0.255 1.998 1.2 1.3 -2.1
C -0.523 1.066 2.091 -1.1 -1.0 0.2
O -1.610 0.522 2.445 3.9 2.2 -1.0
C -0.407 2.628 1.700 0.5 2.5 -1.0
C -1.249 3.752 2.341 3.1 0.7 -3.2
C -0.960 5.210 1.863 1.8 -1.8 -1.3
C 0.123 5.567 0.784 -0.4 -4.0 0.8
C 0.951 4.415 0.093 -3.1 -0.6 3.2
C 0.651 2.981 0.583 -0.7 1.5 0.6
C 1.477 1.752 -0.063 0.1 -0.3 -1.0
O 1.804 1.690 -1.277 -1.0 0.4 4.2
H 5.636 2.810 1.078 -1.3 -0.6 -0.9
H 3.801 2.536 1.288 1.6 -0.1 -1.1
H 4.419 3.090 -0.358 0.7 -0.7 1.7
H 4.606 0.889 -1.139 0.3 -0.1 2.0
H 5.848 0.530 0.232 -1.7 0.1 -0.4
H 3.666 -1.600 2.980 0.5 1.6 -0.5
H 5.217 -0.618 2.667 -1.9 0.2 0.0
H 3.664 0.274 3.326 0.8 -1.4 -0.9
H 1.110 -0.587 2.725 -0.7 1.3 -1.0
H -2.044 3.540 3.123 1.3 0.3 -1.2
H -1.564 6.061 2.350 1.1 -1.6 -0.9
H 0.357 6.633 0.458 -0.6 -1.6 0.7
H 1.751 4.649 -0.702 -1.5 -0.6 1.5
O 5.182 -2.269 -0.464 -0.3 -0.5 -1.0
C 4.490 -2.606 -1.380 0.9 0.7 1.1
O 3.552 -1.806 -1.961 0.5 -0.5 0.2
C 3.048 -2.518 -3.081 -0.8 0.7 -0.5
C 3.344 -3.936 -2.720 0.3 -0.6 -0.4
F 3.594 -4.676 -3.826 -0.1 -0.2 0.0
O 4.535 -3.836 -1.965 -0.5 0.5 0.3
H 3.574 -2.194 -3.984 0.1 -0.3 0.0
H 1.981 -2.338 -3.213 0.2 0.1 0.2
H 2.567 -4.417 -2.119 0.1 -0.1 -0.1
O -0.868 -3.904 -2.609 -0.1 0.8 -0.8
C -1.140 -2.984 -3.326 0.6 -1.3 0.9
O -0.239 -2.051 -3.753 -0.7 -0.5 0.3
C -0.925 -1.220 -4.681 0.7 0.8 -0.4
C -2.353 -1.403 -4.280 -0.6 0.1 -0.4
F -3.176 -1.303 -5.351 -0.2 0.0 0.1
O -2.389 -2.735 -3.809 0.6 0.3 0.3
H -0.723 -1.569 -5.698 -0.3 0.0 0.1
H -0.598 -0.183 -4.596 0.1 -0.2 0.2
H -2.689 -0.725 -3.491 -0.1 0.0 -0.1
O -7.865 1.548 3.269 1.0 0.3 -0.2
C -6.728 1.898 3.146 -1.5 -0.8 0.3
O -5.695 1.416 3.894 -0.5 0.4 -0.3
C -4.505 1.977 3.355 0.8 -0.4 0.4
C -5.013 3.209 2.675 0.2 0.3 -0.6
F -4.267 3.504 1.583 0.0 0.2 -0.1
O -6.306 2.832 2.248 0.1 -0.1 0.7
H -4.051 1.267 2.659 0.0 0.2 -0.1
H -3.785 2.203 4.144 -0.2 -0.1 0.1
H -5.082 4.086 3.325 0.1 0.1 -0.2
O -8.457 -5.038 -6.184 0.9 0.7 0.2
C -7.540 -4.314 -5.930 -1.2 -1.3 -0.5
O -6.320 -4.745 -5.501 -0.6 0.3 -0.1
C -5.480 -3.601 -5.443 0.9 -0.3 0.3
C -6.468 -2.486 -5.304 0.0 0.6 -0.4
F -6.015 -1.356 -5.897 -0.1 0.2 0.1
O -7.588 -2.955 -6.027 0.3 -0.4 0.5
H -4.895 -3.533 -6.364 -0.1 0.2 0.0
H -4.795 -3.659 -4.596 -0.1 -0.2 -0.1
H -6.761 -2.271 -4.272 0.0 0.2 -0.1
O -3.568 6.946 3.975 0.2 0.9 -0.4
C -3.497 8.066 3.558 0.1 -1.4 0.6
O -2.804 9.067 4.170 -0.4 -0.5 -0.3
C -2.855 10.188 3.300 0.6 0.8 0.4
C -4.080 9.908 2.490 -0.1 0.1 -0.8
F -3.957 10.402 1.235 -0.2 0.1 -0.1
O -4.104 8.497 2.418 0.1 0.2 0.7
H -1.946 10.219 2.693 -0.2 0.0 -0.2
H -2.932 11.119 3.863 0.0 -0.2 0.1
H -5.010 10.269 2.940 0.0 0.0 -0.2
O 7.428 -1.077 3.681 -0.3 -0.2 1.0
C 7.083 -1.401 4.780 0.8 0.4 -1.5
O 7.738 -2.316 5.548 -0.4 0.4 -0.4
C 7.097 -2.317 6.815 0.5 -0.7 0.6
C 5.737 -1.790 6.486 -0.4 0.5 0.4
F 5.226 -1.083 7.521 -0.2 0.0 0.0
O 5.983 -0.903 5.414 0.3 -0.7 -0.1
H 7.647 -1.665 7.500 -0.2 0.1 0.0
H 7.064 -3.322 7.237 0.1 0.0 -0.2
H 5.022 -2.557 6.172 -0.1 0.1 0.1
O 3.568 -8.100 -3.318 -1.1 0.2 -0.1
C 2.385 -7.968 -3.433 1.8 0.0 0.4
O 1.525 -7.833 -2.384 0.3 -0.1 -0.6
C 0.244 -7.568 -2.941 -0.7 0.2 0.8
C 0.368 -8.141 -4.316 -0.2 0.3 -0.6
F -0.385 -7.446 -5.203 -0.1 -0.1 -0.2
O 1.730 -7.940 -4.629 -0.2 -0.3 0.6
H 0.067 -6.488 -2.948 0.0 -0.1 -0.2
H -0.544 -8.048 -2.358 0.2 0.0 0.1
H 0.129 -9.207 -4.383 -0.1 0.1 -0.2
```
Positions in Å, forces in eV/Å.

Net charge: 0
HOMO-LUMO gap, eV: 6.47
Spin multiplicity: 1

=====

No. 3
This record from OMol25 describes C34H34FN3O2ReSSe3Te as an isolated structure. The level of theory is wB97M-V/def2-TZVPD.

XYZ file:
```
80
Properties=species:S:1:pos:R:3:forces:R:3
Re -0.919 -0.117 1.050 1.1 0.3 -0.4
Se -1.269 -1.735 2.986 0.6 -0.1 0.2
Se -3.240 -2.048 4.032 -0.5 -0.2 0.3
Te 0.200 -0.359 4.617 -0.2 -0.1 -0.1
Se 0.267 1.269 2.702 -0.3 -0.4 -0.4
C 3.268 -1.710 -0.680 0.0 -0.1 0.0
C 2.982 -1.725 0.825 -0.2 0.1 -0.2
C 2.743 -0.306 1.324 0.2 -0.2 0.0
C 1.933 -2.778 1.211 0.1 0.1 0.0
C 2.441 -3.808 2.003 0.0 -0.1 0.1
C 1.699 -4.924 2.322 0.0 0.0 0.0
C 0.440 -5.061 1.775 0.0 0.0 0.0
C -0.141 -4.079 0.973 -0.1 0.0 -0.1
C -1.495 -4.546 0.383 0.1 0.2 -0.1
C -1.368 -5.100 -1.050 0.1 0.0 0.1
C -2.736 -3.656 0.494 0.1 0.0 0.0
C 0.597 -2.875 0.767 -0.2 -0.2 0.1
N -0.040 -1.729 0.147 -0.6 0.8 0.3
C -0.335 -1.892 -1.229 0.3 -0.1 0.1
C 0.443 -2.619 -2.129 0.1 -0.1 0.1
C 0.107 -2.679 -3.469 -0.1 0.0 0.0
C -1.039 -2.053 -3.949 0.0 0.0 0.1
C -1.848 -1.350 -3.068 -0.1 0.1 -0.1
C -1.454 -1.299 -1.758 -0.2 0.2 0.0
F -2.224 -0.589 -0.847 -0.1 0.1 0.1
H 4.178 -1.133 -0.867 0.0 0.0 0.0
H 2.460 -1.229 -1.228 0.1 -0.1 0.0
H 3.425 -2.720 -1.071 0.0 0.0 0.0
H 3.892 -2.069 1.314 0.1 -0.1 0.0
H 1.933 0.166 0.779 0.1 0.0 0.0
H 3.644 0.297 1.161 0.0 -0.1 0.0
H 2.523 -0.300 2.391 0.0 0.0 0.0
H 3.456 -3.723 2.371 0.0 0.0 0.0
H 2.109 -5.697 2.961 0.0 0.0 0.0
H -0.123 -5.965 1.973 0.0 0.0 0.0
H -1.728 -5.416 0.994 0.0 0.0 0.0
H -1.554 -4.338 -1.803 0.0 0.1 -0.1
H -2.112 -5.888 -1.190 0.0 0.1 0.0
H -0.381 -5.533 -1.232 0.0 0.0 0.0
H -2.553 -2.619 0.236 0.0 0.1 -0.1
H -3.147 -3.674 1.499 0.0 0.1 0.1
H -3.504 -4.030 -0.189 0.0 0.0 0.1
H 1.317 -3.133 -1.757 0.0 0.0 0.0
H 0.745 -3.230 -4.149 0.0 0.0 0.0
H -1.305 -2.108 -4.996 0.0 0.0 0.0
H -2.748 -0.837 -3.381 0.0 0.0 0.0
C 4.402 6.226 -0.839 -0.1 -0.1 0.0
C 3.378 5.129 -0.986 0.0 0.0 -0.1
C 2.749 4.892 -2.206 0.0 0.0 0.0
C 1.808 3.880 -2.342 0.0 0.0 0.2
C 1.500 3.099 -1.238 0.0 0.1 -0.2
C 2.119 3.307 -0.013 -0.1 0.0 0.0
C 3.047 4.325 0.105 0.0 0.0 0.0
S 0.420 1.715 -1.450 0.1 0.2 0.3
O 1.276 0.566 -1.385 -0.3 -0.2 -0.1
O -0.375 1.944 -2.626 0.0 0.0 0.0
N -0.534 1.664 -0.121 -0.8 0.3 0.0
C -1.504 2.695 0.032 0.1 -0.3 -0.2
C -1.498 3.956 -0.532 0.1 -0.2 0.0
C -2.516 4.889 -0.261 0.1 0.0 -0.1
C -3.562 4.586 0.556 -0.1 0.0 0.0
C -3.625 3.302 1.130 0.0 -0.1 0.1
C -4.688 2.892 1.967 0.0 0.1 0.0
C -4.697 1.635 2.488 -0.1 0.0 0.1
C -3.631 0.770 2.207 0.0 0.0 -0.2
N -2.617 1.123 1.443 -0.1 -0.3 -0.2
C -2.598 2.375 0.872 0.0 -0.1 0.1
H 4.612 6.699 -1.798 0.0 0.0 0.0
H 5.339 5.833 -0.440 0.0 0.0 0.0
H 4.051 6.997 -0.149 0.0 0.0 0.0
H 3.005 5.504 -3.064 0.0 0.0 0.0
H 1.302 3.696 -3.281 0.0 0.0 0.0
H 1.865 2.683 0.838 0.1 0.0 -0.1
H 3.534 4.496 1.060 0.0 0.0 0.0
H -0.709 4.246 -1.203 0.1 0.0 -0.1
H -2.454 5.868 -0.718 0.0 0.0 0.0
H -4.344 5.304 0.767 0.0 0.0 0.0
H -5.486 3.594 2.182 0.0 0.0 0.0
H -5.495 1.285 3.130 0.1 0.0 0.0
H -3.613 -0.228 2.631 0.0 0.0 0.0
```
Positions in Å, forces in eV/Å.

Net charge: 0
ΔE to the lowest compared entry with this formula, charge and spin, eV: 0.151
HOMO-LUMO gap (alpha / beta), eV: 5.46 / 5.72
Spin multiplicity: 2

=====

What is the spin multiplicity in the third record? 2

=====

What is the net charge in the second record? 0